No. 1
ORCA calculation (wB97M-V/def2-TZVPD) on C33H61AlBBeBrCs2F17KN2O9PS as an isolated structure.

## Properties
Strongest force on any atom, eV Å⁻¹: 17.46
E_tot, eV: -218058.290
Net charge: +1
Kohn-Sham gap, eV: 3.8
E_LUMO, hartree: -0.2021

Each line ends with the Löwdin charge.
Positions of all 131 atoms, in Å:
Cs (-1.8041, -7.0429, -4.3773)  1.596
Cs (-0.2026, -1.5293, 4.4419)  2.278
Br (4.9466, 0.8649, 1.0423)  -0.091
K (-2.2163, -2.3758, -5.8594)  0.977
S (-2.6254, -1.6466, 1.4696)  0.782
P (3.6757, 4.6413, -1.2263)  0.418
Al (-5.5849, -6.0111, -8.4333)  -0.176
F (-2.7043, -0.2088, 2.1853)  -0.133
F (-4.0979, -1.8652, 1.9228)  -0.073
F (-4.8259, 0.2704, 9.0088)  0.075
F (-0.5794, -0.0251, 1.2930)  0.090
F (-0.8453, -1.2976, -0.3958)  0.157
F (0.6890, -1.7939, 2.8356)  -0.614
F (-2.6766, -3.0313, 0.7260)  -0.103
F (-5.5901, -7.5461, -7.7297)  -0.192
F (0.0225, -3.5418, 1.4789)  0.139
F (-2.1799, -2.3260, 2.8629)  -0.261
F (-6.2753, 1.4190, 7.6486)  0.083
F (-4.7725, -4.9744, -7.3387)  -0.234
F (-3.1855, -0.9524, 0.1619)  -0.124
F (-5.2658, -0.4997, 6.8820)  0.061
F (-4.7079, -6.0160, -9.8676)  -0.183
F (-7.1392, -5.4369, -8.6658)  -0.171
F (-6.8830, -0.6205, 8.5041)  0.101
O (1.2718, 2.5492, -0.1240)  -0.054
O (0.7535, -7.5805, -5.4107)  -0.244
O (3.4870, 0.6839, -1.9917)  -0.066
O (2.7585, -6.5946, -3.4970)  -0.169
O (2.9259, 5.2803, 0.0027)  -0.075
O (3.6264, 8.2979, 2.2918)  0.023
O (3.6677, 5.5579, -2.3627)  -0.250
O (5.1461, 4.4385, -0.7174)  -0.073
O (6.9689, 7.3847, 2.1092)  0.045
N (-1.7307, 1.1740, 5.5572)  -0.190
N (1.5684, 2.7740, -1.4679)  -0.014
C (0.5868, 0.6678, 4.8718)  -0.324
C (1.5137, -1.9871, 0.6482)  -0.065
C (-1.6712, -0.6618, 7.3395)  -0.049
C (0.5155, -6.6471, -4.3717)  -0.630
C (-3.1026, 0.7973, -4.9849)  -0.036
C (5.8009, 7.1195, 1.8985)  -0.281
C (-2.9296, 1.5841, -3.8609)  -0.239
C (1.6969, -2.8889, -0.5996)  -0.148
C (0.2742, -2.2166, 1.5192)  -0.380
C (-1.0915, 2.7679, 0.4442)  -0.205
C (-2.6219, 2.4833, 7.5597)  -0.051
C (2.1569, 0.3686, -1.7029)  -0.345
C (-2.0254, -0.2037, 5.9222)  -0.381
C (3.7986, -6.9394, -4.4164)  -0.064
C (0.9040, 1.5802, -3.6204)  -0.053
C (-0.3477, 1.5740, 5.6637)  -0.273
C (0.9606, -8.9071, -4.9144)  -0.068
C (-1.6327, 1.8155, -3.4244)  0.017
C (1.7416, -5.8138, -4.0664)  -0.194
C (-0.5139, 1.3069, -4.0453)  -0.195
C (0.3075, 3.3868, 0.5185)  -0.160
C (-0.8601, -1.3005, 0.9138)  -0.434
C (-4.0658, 2.2103, -3.1162)  -0.015
C (-1.9887, 0.2878, -5.6182)  -0.216
C (2.6184, -2.0676, -1.5210)  -0.144
C (3.8043, 1.8018, -1.1534)  -0.383
C (1.1708, 1.4685, -2.1189)  -0.146
C (-1.9374, 3.1898, 1.6506)  -0.185
C (1.8537, -0.9736, -2.2971)  -0.112
C (3.0139, 3.0064, -1.7408)  -0.182
C (-0.7078, 0.5187, -5.1689)  -0.054
C (-2.6674, 2.1686, 6.0680)  -0.230
C (4.7795, 8.6189, 2.5061)  -0.268
B (-5.8224, 0.1419, 8.0173)  -1.265
Be (-0.8771, 4.2627, 3.5621)  0.525
H (3.1243, -2.7141, -2.2279)  0.113
H (-2.9880, 3.1163, 1.3768)  0.097
H (0.1215, 0.1142, -5.7281)  0.123
H (0.1515, -7.1552, -3.4701)  0.018
H (0.2860, 4.4215, 0.1850)  0.129
H (3.3972, -7.3394, -5.3492)  0.090
H (2.1165, 0.2764, -0.6155)  0.119
H (1.1688, 2.5914, -3.9417)  0.143
H (0.6263, -0.3424, 5.2864)  -0.199
H (5.1538, 8.7145, 3.5417)  0.124
H (4.8459, 1.9960, -1.3174)  0.072
H (-3.1961, 3.3885, 7.7593)  0.087
H (3.5637, 1.5682, -0.0663)  -0.140
H (1.6765, -8.9195, -4.0932)  0.104
H (4.4177, -6.0648, -4.6282)  0.099
H (0.2460, 1.2009, -1.6154)  0.142
H (5.2533, 9.4324, 1.9255)  0.123
H (-1.5790, 3.2238, -0.4173)  0.097
H (3.1751, 2.9620, -2.8147)  0.146
H (0.7409, -3.1119, -1.0726)  0.098
H (-1.5070, -0.8644, 5.2083)  -0.261
H (-4.2659, 3.1741, -3.5833)  0.102
H (-2.1732, -0.2922, -6.5213)  0.045
H (-0.2755, -5.9925, -4.7265)  -0.119
H (0.0060, -9.3392, -4.5841)  0.074
H (5.7075, 4.2745, -1.4855)  0.113
H (-2.4062, -0.3224, 8.0666)  0.075
H (0.0143, 1.6232, 6.7015)  0.121
H (2.3412, -2.2081, 1.3174)  0.151
H (2.0925, -5.3001, -4.9675)  0.141
H (2.2023, -1.0041, -3.3279)  0.120
H (-0.2529, 2.5830, 5.2461)  0.019
H (-3.8128, 2.4217, -2.0858)  0.075
H (2.2200, 5.8526, -0.3127)  0.096
H (-4.0974, 0.6278, -5.3664)  0.131
H (2.1446, -3.8473, -0.3638)  0.119
H (0.6342, 3.4441, 1.5532)  0.084
H (-4.9804, 1.6378, -3.2039)  0.090
H (-1.7814, 4.2483, 1.8225)  -0.034
H (-1.6074, 2.6578, 7.9262)  0.072
H (4.4159, -7.6982, -3.9445)  0.101
H (1.3473, -9.5150, -5.7260)  0.113
H (-1.6932, 2.5933, 2.5230)  0.015
H (3.3729, -1.6065, -0.8868)  0.116
H (5.3573, 6.2662, 2.4476)  0.126
H (-1.5125, 2.4605, -2.5637)  0.108
H (0.2716, 0.6050, 3.8202)  0.017
H (1.4699, -5.0498, -3.3242)  0.126
H (-0.6812, -0.3211, 7.6537)  0.078
H (-1.6670, -1.7534, 7.3793)  0.080
H (-2.4965, 3.1035, 5.5131)  0.060
H (5.4621, 6.9977, 0.8507)  0.109
H (0.7807, -1.1608, -2.3625)  0.114
H (-3.6830, 1.8655, 5.8048)  0.126
H (1.0072, 3.5010, -1.9246)  0.202
H (-3.0857, -0.3975, 5.7502)  0.125
H (1.5564, 0.9294, -4.1875)  0.121
H (1.5737, -0.9342, 0.4146)  0.101
H (-1.0778, 1.6890, 0.3724)  0.084
H (-3.0745, 1.6849, 8.1448)  0.058
H (1.6020, 1.0672, 4.8945)  0.114


No. 2
ORCA calculation (wB97M-V/def2-TZVPD) on the molecule C5H5NO2.

## Properties
Strongest force on any atom, eV Å⁻¹: 3.96
E_tot, eV: -10848.587
ΔE to the lowest compared entry with this formula, charge and spin, kcal/mol: 62.9
Net charge: 0
Kohn-Sham gap, eV: 9.9
E_LUMO, hartree: -0.0209
SMILES: C/C=C(/C#N)C(=O)O

Each line ends with the Löwdin charge.
Positions of all 13 atoms, in Å:
O (1.9773, 0.6026, -0.6902)  0.107
O (1.2974, -0.0568, 1.3080)  0.074
N (-1.0901, -1.6470, -2.3793)  0.147
C (-1.2664, 0.2157, 0.6821)  -0.108
C (-0.8806, -0.9578, -1.4571)  -0.154
C (-1.0685, 1.1197, 1.8091)  -0.104
C (1.0388, 0.1744, -0.0305)  -0.431
C (-0.4117, -0.0609, -0.3706)  -0.109
H (2.2010, 0.1704, 1.2511)  0.095
H (-2.3455, -0.0585, 0.7245)  0.133
H (-1.9877, 1.6385, 1.6169)  0.072
H (-0.3460, 1.9366, 1.5237)  0.096
H (-0.5577, 0.5291, 2.7995)  0.182


No. 3
ORCA calculation (wB97M-V/def2-TZVPD) on Br2NO2S as an isolated structure.

## Properties
Strongest force on any atom, eV Å⁻¹: 1.95
E_tot, eV: -156504.051
ΔE to the lowest compared entry with this formula, charge and spin, kcal/mol: 34.1
Net charge: -1
Kohn-Sham gap (spin up / spin down), eV: 4.6 / 4.6
E_LUMO (spin up / spin down), hartree: 0.0665 / 0.0665

Each line ends with the Löwdin charge.
Positions of all 6 atoms, in Å:
Br (0.3587, -0.9986, 0.8399)  0.216
Br (1.9872, -0.1042, 3.3407)  0.190
S (-0.5098, 0.6224, -2.0241)  0.777
O (-1.3031, 1.8408, -1.8851)  -0.471
O (-1.0535, -0.3430, -2.9724)  -0.473
N (0.5205, -1.0174, 2.7011)  -1.238